Entry 1:
The following is a DFT calculation (wB97M-V/def2-TZVPD) of a molecular structure, C3H12CsO3.

Atoms and positions in Å:
1 Cs -19.72967 10.45919 13.83514
2 C -17.56093 9.51325 16.59751
3 O -17.73939 10.79304 15.98908
4 H -18.06715 9.44940 17.56838
5 H -17.89531 8.62732 16.05296
6 H -16.49525 9.38808 16.80812
7 H -17.31794 11.42078 16.58271
8 C -22.74442 12.97631 14.31714
9 O -22.38012 11.59534 14.49580
10 H -21.99992 13.60182 14.80202
11 H -22.76586 13.26299 13.26337
12 H -23.73438 13.11345 14.74454
13 H -23.17533 11.06007 14.42148
14 C -21.80997 9.80298 17.19492
15 O -20.92041 9.23191 16.21899
16 H -22.09771 10.79691 16.88204
17 H -22.66832 9.14582 17.34992
18 H -21.31105 9.86325 18.16808
19 H -20.60348 8.40787 16.60251

Force components x, y, z for each atom (eV/Å):
Cs 0.1 0.0 -0.1
C 0.8 -0.1 1.4
O -0.4 -0.5 -0.3
H -0.1 0.2 -0.1
H -0.1 0.6 -0.7
H -0.1 -0.3 -0.1
H 0.0 0.1 -0.1
C -0.2 -0.3 -0.2
O 0.2 0.2 -0.2
H -0.1 -0.1 0.3
H -0.1 -0.2 0.0
H 0.1 0.4 0.1
H 0.0 0.0 0.0
C 0.3 -0.6 0.7
O -0.1 0.1 0.2
H -0.1 0.0 -0.2
H -0.2 0.2 -0.2
H 0.1 0.2 -0.1
H 0.0 0.0 -0.1

Its relative energy (zero: lowest compared OMol25 entry of this formula, charge and spin) is 0.0 kcal per mole. The max |F| comes out at 1.616 eV Å⁻¹. The HOMO energy comes out at -14.11 eV. For the HOMO-LUMO gap, the calculation gives 11.152 eV. As for the total charge: +1.

Entry 2:
The following is a DFT calculation (wB97M-V/def2-TZVPD) of C6H9N in the gas phase.

Atoms and positions in Å:
1 C 2.94279 -0.54409 0.15012
2 C 1.83005 -0.54441 -0.31089
3 C 0.45366 -0.60329 -0.81149
4 C -0.54676 0.00574 0.16999
5 C -0.84778 1.47624 -0.03599
6 C -0.63347 -0.55393 1.53610
7 N -1.64084 -0.89327 0.52780
8 H 3.93157 -0.55707 0.55195
9 H 0.38386 -0.09220 -1.78023
10 H 0.17980 -1.65072 -0.98008
11 H 0.06647 2.04123 -0.24968
12 H -1.30273 1.91335 0.85932
13 H -1.53431 1.62352 -0.87954
14 H 0.02902 -1.36271 1.83830
15 H -0.90827 0.13051 2.33817
16 H -2.50400 -0.37959 0.68563

Force components x, y, z for each atom (eV/Å):
C -0.4 0.0 -0.2
C 0.5 0.0 0.2
C 0.0 -0.1 0.0
C 0.1 0.2 0.0
C 0.0 0.1 0.0
C 0.2 0.0 0.2
N -0.3 0.0 -0.1
H -0.2 0.0 -0.1
H 0.0 -0.1 0.1
H 0.0 0.1 0.1
H -0.1 -0.1 0.1
H 0.0 -0.1 -0.1
H 0.1 -0.1 0.1
H -0.1 0.1 -0.1
H 0.0 -0.1 -0.2
H 0.1 0.0 0.0

The structure (SMILES) is C#CC[C@]1(C)CN1. Its relative energy (zero: lowest compared OMol25 entry of this formula, charge and spin) is 67.5 kcal per mole. The max |F| comes out at 0.534 eV Å⁻¹. The HOMO energy comes out at -9.53 eV. For the HOMO-LUMO gap, the calculation gives 10.554 eV. As for the total charge: 0.

Entry 3:
The following is a DFT calculation (wB97M-V/def2-TZVPD) of a molecular structure, C6H14CsO4S.

Atoms and positions in Å:
1 Cs -10.71202 8.78868 -10.33182
2 C -8.15659 3.75591 -8.85415
3 C -7.49390 4.99061 -8.22195
4 C -8.48067 5.42210 -7.13571
5 S -10.10021 5.24306 -7.84754
6 O -10.52043 6.52745 -8.38490
7 O -10.98764 4.52064 -6.99472
8 C -9.55229 4.20617 -9.19428
9 H -8.11437 2.99880 -8.06666
10 H -7.63412 3.34541 -9.71557
11 H -7.35621 5.79247 -8.95015
12 H -6.55397 4.73340 -7.73790
13 H -8.36199 6.44008 -6.76637
14 H -8.44105 4.79355 -6.24531
15 H -9.51863 4.84423 -10.08519
16 H -10.30006 3.46420 -9.47136
17 C -7.03540 8.49071 -11.22584
18 C -7.23939 9.91381 -10.79853
19 O -7.90631 10.09520 -9.52828
20 O -8.21067 7.72485 -11.45479
21 H -6.47364 8.00978 -10.41205
22 H -6.37546 8.48283 -12.09720
23 H -7.78822 10.46448 -11.56962
24 H -6.25400 10.36013 -10.67889
25 H -7.26262 10.53428 -8.96594
26 H -7.99640 6.85627 -11.80755

Force components x, y, z for each atom (eV/Å):
Cs -0.1 0.0 0.3
C 0.6 -0.1 0.6
C -0.2 -0.2 0.3
C 0.2 0.5 0.6
S 0.1 -0.1 -0.4
O 0.0 0.1 -0.1
O -0.2 0.0 0.3
C -0.5 0.1 -1.3
H -0.4 -0.2 -0.2
H 0.0 0.1 -0.1
H 0.1 0.0 0.0
H 0.2 0.1 -0.3
H -0.1 0.1 -0.3
H 0.0 -0.3 -0.2
H 0.2 0.2 0.2
H 0.0 -0.3 0.6
C 1.2 -1.0 0.8
C -0.5 0.6 0.1
O 0.1 -0.5 -0.6
O -0.6 0.5 -0.1
H 0.0 0.0 -0.1
H -0.2 0.1 -0.1
H 0.0 0.1 0.1
H 0.1 -0.1 -0.5
H -0.3 0.0 0.3
H 0.3 0.1 0.0

Its relative energy (zero: lowest compared OMol25 entry of this formula, charge and spin) is 0.0 kcal per mole. The max |F| comes out at 1.768 eV Å⁻¹. The HOMO energy comes out at -13.48 eV. For the HOMO-LUMO gap, the calculation gives 10.585 eV. As for the total charge: +1.

Entry 4:
The following is a DFT calculation (wB97M-V/def2-TZVPD) of C3HFO2S in the gas phase.

Atoms and positions in Å:
1 F 1.25708 -0.99666 -1.70504
2 C 0.50632 -0.50106 -0.76410
3 C -0.61028 -0.88947 -0.18438
4 O -0.93451 0.06419 0.75956
5 C 0.01999 1.02403 0.74223
6 S 0.07802 2.34397 1.66490
7 O 0.93482 0.67855 -0.21166
8 H -1.25144 -1.72355 -0.30151

Force components x, y, z for each atom (eV/Å):
F 0.0 0.0 0.0
C 0.2 0.4 0.2
C 0.1 0.1 -0.1
O 0.2 0.3 0.2
C -0.1 -0.1 -0.1
S 0.0 -0.1 -0.1
O -0.1 -0.2 -0.1
H -0.3 -0.4 -0.1

The structure (SMILES) is Fc1coc(=S)o1. Its relative energy (zero: lowest compared OMol25 entry of this formula, charge and spin) is 0.0 kcal per mole. The max |F| comes out at 0.552 eV Å⁻¹. The HOMO energy comes out at -9.13 eV. For the HOMO-LUMO gap, the calculation gives 9.759 eV. As for the total charge: 0.